112
Properties=species:S:1:pos:R:3:forces:R:3:mulliken_charge:R:1 method="wB97M-V/def2-TZVPD" charge=+1 gap_ev=6.88 e_homo_ev=-11.02 total_energy_ev=-142893.2657 max_force_ev_per_a=9.7
H -2.69849 -2.12660 -2.78266 1.0 -1.2 1.9 0.3779
O 6.76763 6.89769 -3.94352 -0.9 -1.3 0.1 -0.2835
H -2.32816 -7.60985 -4.48436 0.9 2.6 0.2 0.3951
C 7.41979 7.94929 -3.24778 0.8 0.9 0.6 -0.2829
H -3.59592 2.51992 1.89643 0.0 0.1 0.1 0.3540
H 6.84998 8.23568 -2.35674 0.0 -0.2 -0.1 0.2705
C 0.44589 -7.81112 -3.21504 0.9 -4.5 -6.6 0.3546
C -3.32325 2.00210 10.00415 -0.1 -1.1 0.7 -0.2932
H -3.90388 2.27571 10.89318 0.1 0.3 -0.4 0.2733
C 2.12577 -8.35760 -1.69028 0.9 -7.2 0.0 0.7090
C 2.19750 -7.83486 -0.13741 0.2 0.3 0.6 -0.7571
H 3.08319 -7.05800 0.04462 -2.1 -1.5 -0.7 0.2764
S -4.95610 -6.77584 -0.12625 0.5 0.0 -0.1 -0.1713
H -1.40748 2.00334 11.00529 -0.2 -0.1 0.0 0.2606
H 3.68164 6.91076 -0.78063 -0.4 -0.2 -0.3 0.2706
C -1.80571 -6.22013 -2.77867 -0.6 -2.3 -1.1 0.9641
C 2.89902 6.16441 -0.59937 0.8 0.1 1.3 -0.4275
O -4.78547 0.36285 3.13732 -0.6 -1.4 -1.5 -0.3278
H 4.18393 4.45001 -0.88628 -0.1 0.2 0.3 0.1676
O -3.05347 3.20208 9.29529 0.3 0.7 -1.4 -0.2834
C -0.85252 -7.46731 -2.28249 -0.3 -1.3 0.6 -0.6090
C -1.16615 -1.50457 -1.05851 -0.2 0.6 0.0 -0.3029
S -4.65877 -0.24979 1.63152 -0.7 0.8 1.1 1.3260
S 0.79863 5.16125 -1.81069 0.5 0.8 0.0 1.1259
H -0.61196 4.96800 -3.68239 0.1 0.0 0.2 0.3704
C -2.03422 -6.45100 -4.42156 -0.8 -1.7 0.4 -1.0436
H -3.47074 -4.86920 -4.41481 0.5 -0.9 -0.8 0.2645
C 0.30848 5.51833 -3.48015 0.2 0.0 0.0 -0.9471
O 1.07081 3.74453 -1.71634 -0.4 0.7 0.2 -0.4813
N 3.99211 -1.88869 -0.49039 -3.9 2.5 -3.3 -0.7226
H -0.87834 -0.00973 -2.77299 1.3 -1.7 0.8 0.3121
H 2.52554 -1.64413 -3.35090 0.6 0.8 0.9 0.1865
O -5.02988 0.77275 0.67928 0.7 -1.0 0.4 -0.6466
H -6.12045 -1.87265 0.75963 0.1 0.1 0.0 0.3540
C 3.54759 4.88288 -0.10798 -0.2 -0.5 0.0 -0.9333
C 8.84989 7.58485 -2.89218 0.2 -0.3 0.2 -0.9989
O -3.41478 -0.98586 1.52707 -0.4 0.5 -0.4 -0.6238
C -3.66555 -4.44629 -1.30481 -1.0 -3.0 1.2 -0.3303
H 4.15015 5.06764 0.78496 0.0 0.1 -0.1 0.3915
O 1.87015 -7.47496 -2.87697 -3.1 -2.1 2.9 -0.2613
H -2.76995 0.73917 3.47036 -0.2 -0.1 -0.1 0.2648
H 4.15808 -1.56253 -3.06937 -1.3 0.6 1.1 0.3226
H -4.79855 3.02125 3.08114 0.2 -0.1 0.1 0.2708
O 2.27130 -9.69196 -1.88207 -1.1 9.3 0.9 -0.4906
N -2.22274 -3.92395 -1.46069 -2.1 0.7 1.0 0.0875
H -6.90782 -0.87660 2.01502 0.2 0.0 0.0 0.3850
O 2.21501 5.96897 -1.82784 -1.5 -0.6 -0.9 -0.2030
H -5.75110 -2.16796 2.48575 0.0 0.1 0.0 0.3102
C -2.65972 4.80910 7.33813 -0.1 0.0 0.2 -0.9538
H 4.98665 3.85522 -4.01055 0.1 0.1 0.1 0.3837
H 8.87945 6.75966 -2.17462 0.0 0.1 -0.1 0.2973
H -3.71674 5.07010 7.33760 0.1 -0.1 0.0 0.3196
C -1.33591 -4.72262 -2.35481 2.4 -0.7 -1.4 -0.5798
C -2.04547 1.31182 10.44600 0.3 -0.1 -0.2 -0.9755
H -2.23417 4.94673 6.34267 0.0 -0.2 0.1 0.3688
C 0.90616 0.11242 -1.33451 -1.0 0.5 -0.3 -0.7802
C -2.38314 -2.45106 -1.70422 -0.8 4.1 1.5 -0.3040
C -3.80283 2.58081 2.96890 0.0 0.1 -0.4 -0.9979
H 0.40999 -1.50437 -2.85312 -1.6 1.3 1.1 -0.2787
S -2.48620 3.09506 7.77030 0.0 0.4 0.6 1.1770
H -3.94999 1.33153 9.40564 0.1 0.2 -0.1 0.2836
C -3.43012 -6.06571 -0.94775 0.7 2.5 -0.1 -0.3444
H -2.26698 0.44370 11.07199 -0.1 0.1 0.0 0.3847
N 3.23745 -1.14507 -2.76711 -1.1 -1.1 1.3 -0.4667
S 6.30979 5.57590 -3.10562 0.2 0.3 -0.5 1.1021
O -3.16181 -6.62897 -2.27074 1.4 1.1 1.8 -0.3488
N -3.24105 -5.72238 -4.96982 0.0 -0.7 1.3 -0.5514
H 0.13907 6.58925 -3.57932 0.0 -0.1 0.1 0.3461
O 0.35660 -8.54755 -4.36024 -0.1 5.5 8.0 -0.4868
H 2.41699 -8.74754 0.58420 -0.4 1.7 -2.0 0.3111
H -4.29301 -4.35240 -2.28770 1.3 0.0 2.0 0.3039
H 1.53336 0.75473 -2.08733 -1.2 -1.2 1.5 0.3218
H -1.83865 -4.01144 -0.46992 -0.2 0.2 -1.5 0.6299
H -1.68256 -0.60696 -0.46143 0.9 -2.1 -1.4 0.1201
O -1.07490 2.78519 7.81840 -1.2 -0.1 -0.3 -0.6137
C 2.99588 -1.30122 -1.28176 3.9 -2.4 2.6 0.3393
Cl -0.80636 -3.81213 -3.93322 -1.3 -0.7 1.6 -0.0462
C -0.22226 -0.78290 -2.18636 0.8 0.9 1.8 0.1923
H 1.17326 -7.36799 0.25927 2.3 -0.9 -1.2 0.1347
H -1.05729 -6.36185 -5.05056 -1.9 0.3 1.3 0.3682
H 0.37940 0.86578 -0.57808 1.0 -1.7 -1.7 0.3947
C -5.99710 -1.41240 1.74143 0.0 0.1 0.2 -1.0503
I 0.62519 -4.70176 -1.24998 -0.9 0.0 -0.3 0.1820
H -0.55444 -2.08554 -0.21361 -1.2 1.1 -2.1 0.1235
N 1.75503 -0.84585 -0.52533 2.4 0.9 -2.4 -0.2049
H -1.46735 0.96418 9.58482 -0.1 0.0 0.1 0.2928
O -3.41892 2.32147 6.97543 0.9 0.2 0.5 -0.6101
H -0.62393 -7.45645 -1.10994 -0.1 0.3 -2.7 0.1886
H 1.09559 5.18302 -4.15793 -0.1 0.0 0.1 0.2812
H -4.20144 -4.01230 -0.34366 1.4 -0.3 -2.3 0.3741
H -2.10880 5.41256 8.06178 -0.1 -0.2 -0.1 0.3456
H 9.36987 8.43557 -2.44445 -0.1 0.0 -0.1 0.3913
H -1.54807 -8.43626 -2.39780 1.6 2.3 -0.1 0.4802
O 7.46744 4.73777 -2.88772 -1.0 0.7 0.2 -0.6154
C 5.31929 4.82814 -4.37628 0.1 0.2 -0.1 -0.9639
H -2.51047 -6.10200 -0.19916 -1.7 -0.3 -1.5 0.1975
H 7.43125 8.81952 -3.91483 -0.3 -0.4 -0.1 0.2819
H -3.33029 -2.14294 -1.03665 2.2 -0.9 -1.5 0.0573
H 4.46306 5.46836 -4.58218 0.1 0.0 0.1 0.2827
H 5.93250 4.69675 -5.26963 0.0 0.1 0.2 0.3721
O 5.43902 5.98512 -2.02186 1.2 -0.2 -0.8 -0.5481
H 2.79368 4.13230 0.14690 0.0 0.1 0.1 0.3362
H 2.22525 6.58329 0.15644 -0.1 -0.1 -0.2 0.3928
C -3.74971 1.20807 3.61483 1.0 1.1 0.6 -0.1026
H -4.77009 -6.58727 1.25323 0.5 0.1 -1.5 0.2086
H -3.06304 3.25083 3.41426 -0.1 -0.1 0.1 0.3303
H 2.08932 -0.40509 0.37439 -0.3 -0.8 -1.5 0.3146
H -3.89608 1.31919 4.69585 -0.2 -0.3 -0.3 0.1798
H 9.39711 7.25857 -3.78220 -0.1 0.1 0.1 0.2656
H -4.08816 -6.34932 -4.87169 1.5 1.0 -0.1 0.3722
O -0.11420 5.83296 -0.90749 0.8 -0.9 -0.5 -0.6501
H 4.80289 -2.17755 -1.08022 -1.0 0.4 0.3 0.2189

17
Properties=species:S:1:pos:R:3:forces:R:3:nbo_charge:R:1 method="wB97M-V/def2-TZVPD" relative_energy_kcal_mol=19.8 gap_ev="9.44 / 6.44" s2=0.755 e_homo_ev="-8.56 / -8.52" total_energy_ev=-8314.1724 max_force_ev_per_a=1.4 multiplicity=2
C 1.41513 -1.88851 0.48174 0.5 0.0 -0.9 -0.1937
H 1.61623 -2.29271 2.45893 0.1 -0.2 0.0 0.3524
H 0.91999 0.10035 1.02679 -0.2 0.2 -0.4 0.1452
H -0.28571 -1.09289 1.48325 -0.3 -0.2 -0.3 0.1741
C -1.47773 2.52461 -1.04725 -0.9 0.2 -0.1 -0.4089
H 2.10991 -1.61038 -0.31482 -0.3 0.1 -0.1 0.2019
N -1.76160 1.38963 -1.92269 0.7 -0.4 0.2 -0.8590
C 0.32968 -0.75123 0.63435 0.5 0.4 1.3 -0.1192
H -2.71379 1.24679 -2.21064 -0.2 0.3 0.2 0.3538
H 2.73572 -1.26519 1.93028 0.1 0.1 -0.3 0.3597
H -0.91074 2.16544 -0.19201 0.2 0.2 0.0 0.1809
H -1.41939 0.55710 -1.44651 -0.4 0.3 -0.7 0.3820
O -0.35853 -0.52971 -0.48593 0.4 -0.5 0.2 -0.3269
H -0.93847 3.32867 -1.55487 0.2 -0.2 0.0 0.1765
N 2.21396 -2.08821 1.66342 -0.8 -0.2 0.4 -0.7942
H 0.90896 -2.79361 0.14526 0.1 -0.1 0.3 0.2026
H -2.38362 2.99985 -0.64931 0.0 -0.1 0.0 0.1728

19
Properties=species:S:1:pos:R:3:forces:R:3:nbo_charge:R:1 method="wB97M-V/def2-TZVPD" charge=-1 relative_energy_kcal_mol=74.9 gap_ev=5.88 e_homo_ev=-1.86 total_energy_ev=-8913.8153 max_force_ev_per_a=2.5
H 1.17966 1.31494 1.98357 0.2 0.1 0.0 0.1846
C -2.11086 -0.58552 -0.42582 -0.8 -0.3 -2.3 0.3495
C -1.02137 0.34932 -0.57332 0.6 -1.5 1.0 -0.4497
C 0.30245 -0.14469 -1.18338 0.4 -0.1 -0.3 -0.2198
H 0.25430 0.10600 -2.25696 -0.3 -0.2 0.0 0.1649
C 1.19906 0.22551 1.87625 -0.1 0.6 -0.1 -0.6481
H -1.10977 -0.09573 0.49684 1.9 1.3 0.6 0.2587
H 4.51812 2.27353 -0.29315 0.0 -0.4 0.0 -0.0265
H 2.94551 0.08453 0.75254 0.5 0.2 -0.2 0.1477
H 0.15119 -0.06312 1.98629 0.1 -0.3 -0.1 0.1689
H -1.82261 -1.63543 -0.60600 0.5 -0.1 0.1 0.1085
H 4.48533 1.52282 -0.35065 -0.1 0.4 0.0 0.0243
N 1.50304 0.39834 -0.69912 0.3 0.8 0.2 -0.7927
O -3.24885 -0.37441 -0.08451 -1.7 0.4 0.5 -0.6498
H -1.09048 1.42535 -0.55700 -0.6 0.1 0.2 0.2300
H 1.85708 -1.27388 0.49958 0.1 0.0 0.1 0.0827
H 1.75977 -0.18562 2.72180 0.0 -0.1 0.0 0.1737
H 0.29830 -1.26644 -1.09536 -0.2 0.0 -0.1 0.1018
C 1.90856 -0.14338 0.52739 -0.7 -1.0 0.5 -0.2086

49
Properties=species:S:1:pos:R:3:forces:R:3:nbo_charge:R:1 method="wB97M-V/def2-TZVPD" smiles="FC(F)C(F)(F)COC(F)(F)C(F)F.FC(F)C(F)(F)COC(F)(F)C(F)F.C=C[SiH2]B(O)O" gap_ev=7.77 e_homo_ev=-7.91 total_energy_ev=-72909.8453 max_force_ev_per_a=2.2
F 1.10820 -6.79868 -0.68339 0.4 0.0 0.0 -0.3248
B -3.84346 0.18652 -3.00767 -1.2 -1.3 -0.4 0.7327
Si -2.50942 1.65564 -2.92202 1.1 0.9 0.6 0.7069
H 2.49925 3.03222 -0.20125 0.0 -0.1 0.1 0.1394
H -0.18507 -1.19869 -3.30315 1.6 1.0 0.1 0.1925
H 2.39245 -5.40756 1.41154 0.0 0.3 -0.2 0.2079
F 0.61689 1.29332 0.02346 0.4 0.2 -0.1 -0.3284
C 0.36377 4.55808 3.26082 0.5 -1.6 0.0 0.8484
C -0.85322 0.84962 -3.41444 1.1 -0.1 1.2 -0.6763
C 1.32889 -5.40125 1.16908 0.1 -0.1 0.7 -0.1359
F -0.15902 6.85306 2.99060 0.2 -0.1 0.2 -0.3216
C 2.09248 -4.78608 -1.28780 0.4 -0.3 -0.6 0.5193
F 1.12437 3.44112 -1.57305 -0.2 -0.3 0.1 -0.3225
O -4.93635 0.08598 -2.12520 1.7 -0.4 -0.9 -0.8859
H -0.34526 1.23419 -4.33061 -1.4 -1.6 -0.6 0.2395
C 0.16927 -2.07803 1.40087 -0.5 0.3 0.0 0.5030
F 0.40075 4.63808 4.60478 -0.3 0.2 0.1 -0.3177
O 0.62106 -4.41732 1.94966 0.2 0.7 -1.0 -0.5134
C 1.09973 -3.10503 2.06018 0.4 -1.6 0.2 0.8481
C 0.74216 2.42733 2.05671 0.1 -0.3 0.7 -0.1379
H 0.42004 1.41668 2.31020 -0.1 0.1 -0.1 0.2356
H -0.79684 -2.05400 1.90933 0.1 -0.1 0.2 0.1557
H -2.91794 2.69611 -3.89937 0.2 0.0 -0.2 -0.1438
F 2.19737 -3.46456 -1.08858 -0.2 0.3 0.5 -0.3190
F 1.70719 -4.94363 -2.57833 -0.2 -0.3 0.1 -0.3220
F 0.72196 -0.84205 1.46138 0.2 -0.2 0.3 -0.3289
H 0.21808 -0.14365 -1.74720 -1.8 -0.6 0.1 0.2133
F -0.17298 -5.05135 -0.61561 0.1 0.2 -0.1 -0.3103
O -3.69719 -0.82285 -3.99451 -0.5 1.1 1.2 -0.9032
H 1.80331 2.45301 2.30852 0.0 0.3 -0.2 0.2069
F 1.62173 4.76976 2.84624 0.0 0.4 -0.3 -0.3175
F -0.83477 5.51488 1.42287 0.2 -0.3 -0.2 -0.3138
F 2.36392 -3.03549 1.61646 0.0 0.3 -0.4 -0.3176
C -0.63012 5.60886 2.74538 -0.5 0.3 0.1 0.5026
F -0.05348 -2.34825 0.10683 0.2 -0.3 -0.2 -0.3130
O -0.02862 3.24604 2.95963 0.1 0.8 -0.8 -0.5158
C 0.50683 2.55227 0.53062 -0.7 0.4 0.7 0.5994
C 1.08305 -5.47539 -0.35892 -0.8 0.4 0.6 0.5962
C -0.24500 -0.23086 -2.74828 -0.5 0.9 -1.4 -0.3205
H -2.50015 2.32042 -1.60756 -0.1 0.0 0.2 -0.1414
H 3.08456 -5.23330 -1.17890 0.0 -0.1 0.1 0.1409
F -0.77073 2.93095 0.31826 0.1 0.2 -0.1 -0.3086
H -1.59496 5.49580 3.24419 0.1 -0.1 0.2 0.1513
H -5.23704 -0.83266 -2.17958 -0.4 0.1 0.0 0.4873
F 1.15704 -2.83600 3.37850 -0.3 0.3 0.1 -0.3167
H -3.06440 -0.54992 -4.66525 0.2 -0.2 0.1 0.4951
F 1.50174 4.71111 0.12702 -0.2 0.2 0.5 -0.3177
H 0.94749 -6.34470 1.56289 -0.1 0.1 -0.1 0.2326
C 1.48242 3.43025 -0.26534 0.4 -0.2 -0.7 0.5196